C44H44N6O3S3SiSr | the ωB97M-V functional and the def2-TZVPD basis

The value obtained for the HOMO energy is -5.55 eV. The value obtained for the HOMO-LUMO gap is 5.01 eV. The calculation puts the lowest unoccupied orbital energy at -0.01986 Eh. The value obtained for the total energy is -3772.2987 Ha.

Each line ends with the Mulliken charge.
Geometry (Å):
Si (-0.204, 0.913, -2.409)  0.447
H (0.341, 2.929, -3.862)  0.420
H (0.114, 3.388, -2.179)  0.302
H (-0.807, 6.580, 0.997)  0.424
C (6.024, 6.040, 0.624)  -0.382
Sr (0.565, -0.332, 0.496)  1.731
C (0.684, -1.888, -6.139)  -0.473
C (2.248, 2.906, 0.796)  -1.110
C (2.539, 4.285, 0.773)  0.890
C (1.656, -5.192, 2.360)  -0.914
H (-5.992, -1.941, -0.724)  0.266
H (2.938, 0.341, 2.801)  0.468
C (-2.429, 3.582, 1.084)  0.946
H (2.076, -7.244, 0.614)  0.398
H (1.447, -4.018, 4.145)  0.548
H (-5.421, -1.902, -2.377)  0.362
H (-2.753, -0.217, 1.057)  -0.019
H (-0.789, -1.858, -3.099)  0.273
H (-2.241, 1.819, -3.632)  0.398
H (3.058, 2.200, 0.706)  0.430
C (1.429, -3.910, 0.328)  -0.846
H (-4.566, 3.676, 1.258)  0.396
H (-4.776, -3.748, 2.992)  0.336
H (6.430, 0.636, 3.412)  0.373
N (1.172, -2.784, 1.052)  0.653
H (0.863, -2.546, -6.980)  0.356
C (-3.975, -3.973, 2.289)  -0.960
N (1.043, 2.393, 0.900)  0.713
C (5.775, 0.150, 0.971)  -1.024
H (6.676, 0.740, 1.129)  0.411
C (-5.176, 1.038, 1.362)  0.670
S (-5.336, -0.562, 1.955)  0.047
H (-6.542, 2.604, 0.767)  0.417
C (3.554, 0.171, 1.907)  -0.534
C (-3.856, 1.653, 1.196)  0.819
C (1.662, -4.927, -1.840)  -0.628
O (1.682, -1.393, 4.140)  -0.755
H (-8.517, 0.985, 1.343)  0.424
H (7.204, 4.321, 0.089)  0.393
C (-2.070, 1.286, -2.692)  -1.198
H (1.836, -6.134, 2.865)  0.414
C (1.173, -2.849, 2.358)  0.844
H (1.731, -0.229, -7.000)  0.373
C (-0.972, 5.510, 1.009)  -1.162
H (1.239, -2.860, -1.557)  0.350
C (-0.248, -1.480, -3.965)  -0.393
C (1.477, 5.155, 0.859)  -0.878
H (-5.315, -3.358, 0.775)  0.257
C (-2.689, 0.868, 1.082)  -0.758
H (5.307, 0.441, 0.032)  0.350
C (1.167, -0.589, -6.148)  -0.621
N (-1.479, 1.369, 0.996)  0.785
C (0.933, -1.555, 3.175)  -0.209
C (0.211, -0.155, -3.950)  0.417
C (1.433, -3.815, -1.083)  -0.205
H (-3.242, -2.118, -1.676)  0.106
H (-5.666, -3.469, -1.590)  0.361
C (-3.453, -2.947, 0.108)  -0.429
H (2.074, -7.049, -1.843)  0.392
S (-1.787, -3.047, 0.332)  0.038
C (-7.475, 0.728, 1.452)  -0.584
H (4.990, 2.919, 0.115)  0.491
C (5.035, 3.971, 0.348)  -0.482
C (6.233, 4.728, 0.326)  -0.678
H (-3.080, 5.653, 1.123)  0.433
S (4.377, 6.363, 0.932)  -0.211
H (-2.480, 1.896, -1.882)  0.230
H (4.884, 0.236, 4.164)  0.390
H (1.658, -4.848, -2.919)  0.503
N (4.857, 0.390, 2.072)  0.443
C (0.003, 3.253, 0.959)  -0.784
O (0.037, -0.782, 2.736)  -0.797
C (1.664, -5.151, 0.946)  1.475
C (0.928, 0.258, -5.072)  -0.185
O (3.050, -0.185, 0.842)  -0.696
H (-7.640, -1.323, 2.211)  0.430
H (5.176, 1.880, 3.535)  0.314
H (1.320, 1.268, -5.116)  0.264
C (-6.404, 1.604, 1.148)  -0.782
C (3.936, 4.726, 0.662)  0.413
H (6.037, -0.907, 0.904)  0.289
C (1.897, -6.178, -1.225)  -0.612
H (-3.821, -5.052, 2.250)  0.321
H (-2.653, 0.361, -2.723)  0.195
H (-3.055, -3.500, 2.622)  0.294
C (-2.217, 5.002, 1.077)  -1.090
H (-0.414, -3.348, -5.003)  0.446
C (-7.040, -0.483, 1.902)  -0.500
N (-4.336, -3.441, 0.989)  -0.023
C (1.434, -4.050, 3.065)  -0.895
C (-5.330, -2.438, -1.437)  -1.078
C (5.358, 0.816, 3.374)  -1.060
H (1.618, 6.229, 0.841)  0.432
C (-1.334, 2.707, 1.023)  -0.645
C (1.898, -6.289, 0.135)  -0.801
C (-0.031, -2.334, -5.034)  -0.632
N (-3.952, -2.373, -1.007)  0.173
C (-3.708, 3.022, 1.172)  -0.909
C (0.558, 2.628, -2.832)  -1.345
C (0.173, 4.646, 0.946)  1.024
H (1.638, 2.676, -2.683)  0.280
H (6.752, 6.832, 0.675)  0.446


C44H45FInN11O6S2 | the ωB97M-V functional and the def2-TZVPD basis

The value obtained for the HOMO energy (alpha / beta) is -4.33 / -4.33 eV. Its expectation value of S² is 0.76. The value obtained for the HOMO-LUMO gap (alpha / beta) is 2.18 / 2.18 eV. As for the charge: +1. Its spin multiplicity is 2. The calculation puts the lowest unoccupied orbital energy (alpha / beta) at -0.07880 / -0.07885 Eh. The value obtained for the total energy is -3843.4297 Ha.

Each line ends with the Mulliken charge.
Geometry (Å):
N (-1.029, -0.458, -4.284)  0.532
H (-3.746, 3.817, -0.484)  0.429
H (0.823, 0.730, -7.479)  0.352
H (-3.855, -4.091, 3.948)  0.304
C (4.794, -0.755, -0.612)  0.594
C (0.744, -0.338, 2.476)  -0.728
N (-3.573, 1.158, -2.421)  0.106
C (-3.489, 2.740, -0.394)  -0.938
C (2.984, -2.786, -0.968)  0.078
C (-5.876, 1.320, -2.822)  0.463
C (0.160, -0.157, -7.680)  -1.132
H (1.336, 0.165, 1.739)  0.600
C (-3.178, -1.630, -0.653)  0.213
C (-7.094, 0.898, -3.263)  -1.013
C (-7.060, -0.306, -4.041)  -0.515
H (0.676, -2.473, -6.151)  0.462
H (-0.836, -1.672, 8.736)  0.451
H (-3.263, -1.253, 4.973)  0.493
H (3.927, 0.124, -4.385)  0.435
C (6.515, 0.639, 0.320)  -0.798
H (-0.426, -2.475, 6.692)  -0.079
H (4.474, 0.492, 1.100)  0.439
H (-0.005, 0.420, 8.522)  0.543
C (0.044, 2.849, -1.539)  0.417
S (3.089, -1.259, -0.423)  0.471
H (0.809, -0.962, -8.057)  0.357
H (-0.618, 0.089, -8.407)  0.363
C (-0.846, -1.287, 4.619)  -0.374
N (-1.393, 1.364, -5.724)  -0.224
O (-2.455, -1.611, -1.782)  -0.722
O (-0.162, -2.429, -3.466)  -0.586
N (0.086, 1.660, -2.165)  0.210
H (1.812, 1.027, 6.276)  0.402
H (-1.016, -2.691, -6.514)  0.307
C (6.984, -0.653, -1.643)  -0.727
H (5.428, -2.018, -2.281)  0.362
C (8.614, 1.180, -1.088)  0.500
H (7.672, 2.692, -0.367)  0.362
C (-3.110, -1.935, 1.835)  -0.466
H (1.325, 4.531, -1.415)  0.377
C (3.956, 2.196, -3.698)  -0.592
H (-0.671, 4.220, -0.045)  0.282
C (7.405, 0.326, -0.712)  0.062
O (-4.366, -1.856, -0.610)  -0.732
N (1.187, 3.518, -1.663)  -0.024
H (6.806, 1.232, 1.198)  0.541
C (5.738, -1.188, -1.623)  -0.491
H (-7.992, -0.731, -4.360)  0.397
N (0.735, -0.211, 8.862)  -0.235
H (3.663, 4.229, -2.895)  0.355
H (0.781, -0.078, 9.855)  0.434
H (1.317, -2.800, 7.014)  0.363
C (-1.375, -1.361, 3.319)  0.487
H (-4.444, -3.433, 5.568)  0.360
C (-1.114, 3.513, -0.863)  -0.858
H (-5.974, 3.130, -1.567)  0.357
H (2.960, -0.352, 6.433)  0.353
H (-3.722, -0.880, -4.538)  0.192
O (-0.439, -0.326, -0.044)  -0.447
C (-1.001, 0.108, -5.485)  -0.235
C (3.385, 0.932, -3.869)  -1.125
C (1.979, 0.020, 6.734)  -0.688
C (0.457, -0.858, 4.915)  -1.068
N (0.923, -0.891, 6.235)  0.494
H (-4.120, -2.303, 1.795)  0.633
H (-4.547, -1.648, 3.826)  0.552
C (-3.579, -1.998, 4.206)  -1.334
C (-2.383, -1.637, 0.682)  -0.226
C (-0.581, -0.784, 2.217)  0.530
C (1.241, -0.396, 3.793)  0.240
H (7.696, -0.993, -2.382)  0.471
F (2.573, -0.135, 4.105)  -0.402
C (-4.084, 2.083, -1.608)  0.670
H (0.827, -2.339, 9.239)  0.278
C (3.278, 3.178, -2.978)  -0.980
H (-6.028, -1.848, -5.080)  0.382
N (-2.654, -1.736, 3.102)  0.289
O (8.601, 2.470, -0.639)  -0.481
In (-1.576, 0.209, -1.900)  -0.087
C (-0.315, -2.026, -5.984)  -0.765
C (2.032, 0.147, 8.239)  -0.770
C (-1.120, -0.940, 0.882)  0.715
H (-1.535, -1.486, 5.462)  0.164
C (-3.643, -3.381, 4.770)  -0.930
N (-0.456, -0.637, -6.452)  0.079
H (-1.806, 2.463, 0.741)  0.080
H (-1.987, 1.788, -4.998)  0.183
H (4.941, 2.390, -4.165)  0.438
H (-8.048, 1.393, -2.969)  0.370
C (-4.680, 0.634, -3.223)  0.279
H (2.253, 1.176, 8.615)  0.427
C (2.097, 0.566, -3.414)  0.071
H (1.687, -0.472, -3.562)  0.643
C (1.420, 1.532, -2.690)  0.078
C (5.185, 0.195, 0.304)  -0.531
H (-2.723, -3.641, 5.287)  0.211
C (-0.520, -1.747, -4.439)  0.172
O (9.582, 0.732, -1.708)  -0.563
C (-5.920, -0.954, -4.438)  -0.767
H (-1.633, 4.197, -1.535)  0.235
C (0.532, -2.003, 7.046)  -0.211
C (0.292, -1.614, 8.537)  -0.961
C (-4.667, -0.462, -4.113)  -0.199
H (2.758, -0.562, 8.684)  0.291
N (-5.405, 2.287, -1.859)  -0.138
H (-1.323, 1.760, -6.646)  0.228
S (2.805, -4.199, -1.492)  -0.370
C (2.112, 2.751, -2.384)  0.272
N (-2.014, 2.499, -0.261)  1.040
H (-4.020, 2.375, 0.498)  0.187